A molecular structure, C29H38N4OP2Pd. Source: OMol25; level of theory: ωB97M-V/def2-TZVPD.

Structure (XYZ):
```
75
Properties=species:S:1:pos:R:3:lowdin_spin:R:1
Pd -0.63 -2.28 0.16 1.084
C -0.75 2.74 3.95 0.002
C -1.25 1.97 2.95 0.001
C -0.71 1.67 1.59 0.007
C 0.61 0.85 1.58 0.012
C 1.85 1.69 1.87 0.007
C 1.87 2.77 2.63 0.001
C 0.94 3.93 2.58 0.000
C 0.14 3.94 3.85 0.000
C 1.18 -3.21 5.58 0.000
H -1.24 2.60 4.95 0.000
H -2.00 1.25 3.20 0.000
H -0.60 2.53 0.95 0.002
H -1.47 1.08 1.06 0.003
H 0.46 0.04 2.33 0.002
H 0.72 0.31 0.59 0.008
H 2.75 1.19 1.50 0.004
H 2.68 2.89 3.37 0.000
H 0.26 3.85 1.74 0.000
H 1.48 4.88 2.43 0.000
H 0.79 3.94 4.72 0.000
H -0.46 4.88 3.93 0.000
H 1.37 -2.73 6.52 0.000
H 2.10 -3.54 5.13 0.000
H 0.58 -4.16 5.77 0.000
P 1.36 -1.28 -1.05 0.321
P -2.16 -0.50 -0.92 0.151
N 2.84 -0.11 -1.54 0.137
N 2.07 -2.45 -2.28 0.021
N -2.44 1.25 -1.71 0.063
N -3.71 -1.00 -1.86 0.027
C 0.32 -0.38 -2.26 0.011
C -1.07 -1.03 -2.29 0.071
C 3.90 0.09 -0.68 0.337
C 4.82 0.94 -1.30 0.147
C 4.32 1.27 -2.58 0.097
C 3.11 0.57 -2.72 0.351
C 2.43 -3.74 -1.90 0.021
C 2.74 -4.49 -3.03 0.002
C 2.60 -3.63 -4.16 0.012
C 2.23 -2.38 -3.66 0.007
C -2.79 2.38 -0.96 0.241
C -2.48 3.52 -1.72 0.093
C -1.94 3.06 -2.97 0.085
C -1.99 1.68 -2.95 0.214
C -4.44 -0.43 -2.91 0.116
C -5.33 -1.38 -3.42 0.046
C -5.12 -2.58 -2.67 0.046
C -4.12 -2.33 -1.74 0.122
H 0.73 -0.42 -3.29 -0.001
H 0.30 0.69 -1.96 0.004
H -1.51 -0.87 -3.28 0.005
H -0.97 -2.13 -2.12 0.040
H 3.89 -0.40 0.28 0.015
H 5.74 1.27 -0.85 0.003
H 4.76 1.90 -3.32 0.001
H 2.46 0.55 -3.58 0.012
H 2.44 -3.98 -0.83 0.002
H 3.03 -5.55 -3.03 0.000
H 2.72 -3.91 -5.21 0.001
H 2.09 -1.47 -4.22 0.000
H -3.28 2.27 0.02 0.006
H -2.63 4.54 -1.39 0.001
H -1.55 3.68 -3.76 0.001
H -1.74 1.00 -3.76 0.004
H -4.29 0.61 -3.23 -0.002
H -6.02 -1.22 -4.23 0.001
H -5.63 -3.52 -2.80 0.001
H -3.65 -2.95 -0.99 0.014
C -0.69 -1.51 5.33 0.000
C 0.34 -2.40 4.64 0.000
O 0.48 -2.38 3.40 0.017
H -0.87 -0.58 4.77 0.000
H -0.39 -1.25 6.41 0.000
H -1.60 -2.12 5.34 0.000
```

Results
* HOMO-LUMO gap (alpha / beta): 5.632 / 3.436 eV
* ΔE to the lowest compared entry with this formula, charge and spin: 319.4 kJ/mol
* charge: +2
* lowest unoccupied orbital energy (alpha / beta): -6.35 / -9.46 eV
* HOMO level (alpha / beta): -11.984 / -12.894 eV
* multiplicity: 5
* ⟨S²⟩: 6.0341

---

A molecular structure, C29H38N6OP2S2. Source: OMol25; level of theory: ωB97M-V/def2-TZVPD.

Structure (XYZ):
```
78
Properties=species:S:1:pos:R:3:mulliken_charge:R:1
C 3.02 -0.66 0.08 -0.863
C 2.54 0.53 -0.74 -0.415
S 0.74 0.58 -0.98 -0.139
C 0.19 0.49 0.75 -0.878
C -1.29 0.29 0.91 -0.860
C -2.02 -0.81 0.53 1.041
C -1.34 -1.93 -0.18 -1.789
C -0.78 -3.12 0.69 1.066
N 0.11 -3.85 -0.20 -0.689
N -1.78 -4.02 1.19 -0.724
N -0.09 -2.55 1.88 -0.560
C -3.45 -0.83 0.78 -0.277
P -4.47 -2.26 0.25 0.514
O -4.10 -2.84 -1.06 -0.712
C -4.10 0.21 1.41 0.482
P -5.86 0.18 1.84 0.271
N -6.20 -1.10 2.71 -0.737
C -3.36 1.35 1.82 0.158
N -3.82 2.43 2.44 -0.592
S -2.53 3.38 2.67 0.105
N -1.40 2.49 2.00 -0.598
C -1.97 1.36 1.56 0.511
H 2.67 -1.60 -0.33 -0.046
H 2.71 -0.60 1.11 0.370
H 4.11 -0.71 0.09 0.439
H 2.81 1.43 -0.19 0.216
H 3.04 0.58 -1.70 0.503
H 0.68 -0.28 1.32 0.101
H 0.45 1.44 1.21 0.716
H -0.48 -1.56 -0.73 0.348
H -2.00 -2.38 -0.91 0.834
H 0.65 -4.48 0.39 0.310
H 0.78 -3.19 -0.59 0.088
H -2.44 -4.26 0.46 0.346
H -2.26 -3.58 1.96 0.313
H 0.89 -2.53 1.68 0.164
H -0.24 -3.19 2.66 0.256
H -4.41 -3.16 1.32 0.126
H -5.81 -1.85 0.25 0.086
H -6.59 0.19 0.64 0.164
H -6.10 1.36 2.55 0.123
H -6.55 -0.83 3.62 0.227
C 3.97 -3.13 -3.95 -0.591
C 5.25 -3.65 -4.01 -0.385
C 5.76 -4.38 -2.94 -0.359
C 4.98 -4.59 -1.81 -0.622
C 3.69 -4.06 -1.75 0.059
C 3.19 -3.33 -2.82 -0.192
H 3.58 -2.56 -4.78 0.383
H 5.86 -3.50 -4.89 0.368
H 6.76 -4.79 -2.99 0.364
H 5.37 -5.16 -0.98 0.374
H 3.08 -4.22 -0.87 0.234
H 2.19 -2.92 -2.77 0.399
C 5.79 3.04 2.79 -0.568
C 6.88 3.85 2.50 -0.362
C 7.41 3.88 1.22 -0.333
C 6.85 3.09 0.22 -0.608
C 5.76 2.28 0.51 -0.055
C 5.23 2.25 1.79 -0.080
H 5.38 3.02 3.79 0.361
H 7.31 4.47 3.28 0.359
H 8.26 4.51 1.00 0.361
H 7.26 3.12 -0.78 0.359
H 5.32 1.67 -0.27 0.261
H 4.38 1.61 2.02 0.306
C -5.79 3.14 -0.57 0.459
C -4.74 4.05 -0.64 -0.199
C -4.73 5.02 -1.63 -0.506
C -5.78 5.09 -2.54 -0.417
C -6.83 4.19 -2.47 -0.444
C -6.84 3.21 -1.48 -0.434
H -5.81 2.38 0.20 -0.128
H -3.93 3.99 0.07 0.155
H -3.91 5.72 -1.69 0.378
H -5.77 5.85 -3.31 0.364
H -7.65 4.25 -3.18 0.364
H -7.65 2.51 -1.43 0.374
```

Results
* HOMO-LUMO gap: 7.450 eV
* lowest unoccupied orbital energy: -1.24 eV
* HOMO level: -8.687 eV

---

A gas-phase ion, C29H38O2P (charge +1). Source: OMol25; level of theory: ωB97M-V/def2-TZVPD.

Structure (XYZ):
```
70
Properties=species:S:1:pos:R:3:mulliken_charge:R:1
C -3.06 -2.85 -2.92 -1.592
C -2.17 -1.73 -2.35 0.803
C -1.33 -1.12 -3.47 -1.673
P -1.05 -2.10 -0.94 0.114
C -2.23 -2.54 0.38 0.314
C -3.53 -1.73 0.46 -1.636
C -1.55 -2.56 1.75 -1.297
C -0.23 -3.71 -1.40 0.815
C 0.62 -4.30 -0.27 -1.742
C 0.54 -3.70 -2.73 -1.713
H -3.66 -2.42 -3.75 0.465
H -2.47 -3.67 -3.36 0.341
H -3.81 -3.25 -2.22 0.314
H -2.86 -0.95 -1.97 0.488
H -1.99 -0.81 -4.29 0.510
H -0.78 -0.24 -3.13 0.369
H -0.63 -1.85 -3.89 0.286
H -2.50 -3.57 0.09 0.537
H -4.18 -2.17 1.23 0.509
H -3.35 -0.67 0.71 0.473
H -4.13 -1.79 -0.46 0.305
H -2.31 -2.59 2.55 0.448
H -0.95 -3.47 1.88 0.253
H -0.89 -1.70 1.92 0.162
H -1.12 -4.36 -1.52 0.700
H 1.27 -5.11 -0.64 0.462
H 1.28 -3.56 0.21 0.437
H 0.01 -4.75 0.52 0.307
H 1.18 -4.59 -2.82 0.481
H -0.13 -3.77 -3.59 0.325
H 1.17 -2.81 -2.84 0.392
C 5.52 -1.38 3.73 -0.846
O 5.21 -1.76 2.40 -0.431
C 3.96 -1.56 1.92 0.622
C 3.71 -2.08 0.63 -0.857
C 2.52 -1.77 -0.01 -0.465
C 1.52 -0.97 0.60 0.749
C 0.34 -0.56 -0.19 0.075
C -0.24 0.78 0.13 0.597
C -1.62 1.09 -0.08 -0.193
C -2.09 2.39 0.10 -1.351
C -1.19 3.44 0.43 0.736
O -1.73 4.71 0.44 -0.441
C -0.95 5.89 0.38 0.436
C -1.24 6.78 -0.64 -0.569
C -0.56 8.00 -0.70 -0.380
C 0.41 8.31 0.27 -0.534
C 0.69 7.40 1.29 -0.486
C 0.01 6.19 1.37 -0.314
C 0.17 3.16 0.68 -0.808
C 0.58 1.83 0.62 -1.183
C 1.73 -0.58 1.96 -0.600
C 2.92 -0.88 2.62 -0.897
H 6.49 -1.85 3.88 0.254
H 5.59 -0.29 3.79 0.365
H 4.82 -1.73 4.50 0.325
H 4.48 -2.68 0.13 0.431
H 2.35 -2.15 -1.02 0.460
H 0.56 -0.73 -1.33 0.465
H -2.33 0.31 -0.36 0.470
H -3.16 2.62 -0.07 0.432
H -2.00 6.53 -1.39 0.393
H -0.76 8.69 -1.51 0.363
H 0.93 9.28 0.22 0.362
H 1.48 7.62 2.00 0.368
H 0.22 5.47 2.18 0.546
H 0.91 3.95 0.86 0.588
H 1.60 1.58 0.91 0.413
H 0.95 -0.02 2.46 0.577
H 3.07 -0.59 3.66 0.372
```

Results
* HOMO-LUMO gap: 7.559 eV
* ΔE to the lowest compared entry with this formula, charge and spin: 0.0 kJ/mol
* charge: +1
* lowest unoccupied orbital energy: -3.05 eV
* HOMO level: -10.609 eV

---

C29H38O4 in the gas phase. Source: OMol25; level of theory: ωB97M-V/def2-TZVPD.

Structure (XYZ):
```
71
Properties=species:S:1:pos:R:3:mulliken_charge:R:1
C -2.30 -5.14 -0.09 -1.461
C -1.38 -3.97 -0.31 0.274
O -1.44 -3.19 0.94 -0.365
C -0.67 -2.14 0.98 0.236
O 0.07 -1.94 -0.08 -0.431
C 1.41 -1.80 0.43 3.379
C 2.05 -1.31 -0.87 -0.468
C 2.88 -0.18 -0.95 -0.199
C 3.14 0.41 -2.20 -0.847
C 2.65 -0.16 -3.37 -0.589
C 1.92 -1.36 -3.31 -0.891
C 1.63 -1.92 -2.06 -0.352
C 1.95 -3.13 0.90 0.339
C 1.76 -3.58 2.21 0.157
C 1.92 -4.90 2.54 -0.900
C 2.37 -5.82 1.56 0.758
O 2.28 -7.14 1.85 -0.440
C 2.66 -8.09 0.83 -0.837
C 2.81 -5.32 0.31 -0.708
C 2.64 -3.98 0.01 -1.116
C -0.14 -1.67 2.20 1.269
C -1.18 -2.25 3.24 -1.750
C -2.67 -1.91 3.01 -0.645
C -3.08 -0.46 2.78 -0.821
C -2.73 0.14 1.42 0.977
C -2.99 1.65 1.30 -1.422
C -1.94 2.56 1.96 -0.739
C -0.66 2.79 1.14 -0.758
C 0.67 2.70 1.93 -1.156
C 1.56 1.49 1.57 -0.035
C 1.62 0.40 2.64 -1.082
C 0.28 -0.33 2.73 0.003
O -0.51 0.27 3.48 -0.560
H -2.27 -5.77 -0.98 0.442
H -1.99 -5.74 0.76 0.303
H -3.33 -4.81 0.06 0.345
H -0.35 -4.32 -0.46 -0.019
H -1.71 -3.33 -1.14 0.303
H 1.53 -1.02 1.16 -1.752
H 3.31 0.23 -0.04 0.548
H 3.73 1.33 -2.23 0.417
H 2.84 0.30 -4.34 0.392
H 1.56 -1.86 -4.21 0.399
H 1.05 -2.85 -2.03 0.290
H 1.50 -2.86 3.00 0.378
H 1.65 -5.28 3.52 0.450
H 2.50 -9.06 1.31 0.242
H 2.02 -8.00 -0.06 0.346
H 3.72 -7.97 0.55 0.319
H 3.25 -5.99 -0.44 0.379
H 3.03 -3.61 -0.93 0.402
H -1.08 -3.34 3.23 0.528
H -0.92 -1.90 4.24 0.586
H -3.20 -2.23 3.92 0.481
H -3.06 -2.53 2.19 0.101
H -2.66 0.16 3.58 0.131
H -4.18 -0.40 2.88 0.570
H -3.31 -0.38 0.64 0.422
H -1.68 -0.08 1.19 -0.866
H -3.96 1.88 1.74 0.392
H -3.04 1.89 0.23 0.418
H -1.69 2.16 2.96 0.347
H -2.41 3.54 2.13 0.537
H -0.72 3.82 0.74 0.460
H -0.64 2.13 0.27 0.382
H 0.48 2.71 3.01 0.491
H 1.25 3.60 1.69 0.437
H 2.58 1.86 1.38 0.450
H 1.22 1.05 0.62 0.065
H 1.79 0.89 3.61 0.522
H 2.47 -0.29 2.52 0.539
```

Results
* HOMO-LUMO gap: 8.261 eV
* lowest unoccupied orbital energy: 0.54 eV
* HOMO level: -7.719 eV
* SMILES: CCO/C(O[C@H](c1ccccc1)c1ccc(OC)cc1)=C1\CCCCCCCCCCC1=O

---

Record-wise calculated total energy values, in eV: -60729.576 -81924.777 -44065.576 -38875.282